The molecule C4H4N2S at a distorted geometry, computed with the ωB97M-V functional and the def2-TZVPD basis.

The geometry in XYZ format:
```
11
Properties=species:S:1:pos:R:3:forces:R:3:mulliken_charge:R:1
C -0.856486 0.294268 -0.104831 -0.2 0.1 0.0 -0.028
S -1.155756 -2.436801 -0.626162 -0.3 -0.4 -0.1 -0.309
C -0.372189 -1.042966 -0.523335 0.1 0.6 0.1 0.068
H -1.833226 0.682360 -0.384900 0.2 -0.4 0.0 0.355
H 1.805585 -1.534789 -0.994145 -0.2 0.0 -0.2 0.421
N 1.394937 0.421935 -0.546837 0.9 -0.1 -0.5 -0.467
C -0.166811 0.976163 1.049486 0.5 -0.3 0.8 -0.295
H 0.505501 0.398378 1.718101 -0.5 0.3 -0.7 0.241
C 1.053291 -0.777926 -0.801252 0.0 -0.5 0.4 -0.097
N 0.280950 1.203410 -0.306792 -0.4 0.7 0.1 -0.143
H -0.655797 1.815968 1.520667 -0.2 0.0 0.0 0.254
```
Positions in Å, forces in eV/Å.

Output
gap between HOMO and LUMO = 7.95 eV
ΔE to the lowest compared entry with this formula, charge and spin = 2.7856 eV
SMILES = S=C1C=NN2C[C@H]12
HOMO level = -8.9 eV
calculated total energy = -662.42326 hartree